Here is a 2-piece molecular cluster, C5H7NO2S2 overall in a non-equilibrium geometry from the OMol25 dataset. Energies are from ωB97M-V/def2-TZVPD.

Results
Energy relative to the best compared isomer or geometry (same formula, charge and spin) (eV): 2.280
Frontier orbital gap (alpha / beta) (eV): 7.5 / 6.1
HOMO (alpha / beta) (Ha): -0.292 / -0.265
Maximum force (eV Å⁻¹): 4.0

Structure (ORCA input):
```
! RIJCOSX wB97M-V def2-TZVPD def2/J DEFGRID3
* xyz 0 1
C -1.7501 1.6060 -1.8807
C -0.3607 1.7132 -1.9995
C -1.9762 0.6985 -0.8221
C 0.2043 0.9438 -0.9723
C 2.1361 -1.9662 2.2928
N -0.7982 0.3842 -0.2395
O -3.1407 0.1898 -0.4661
O 1.4211 0.7770 -0.5481
S 0.3743 -1.3511 2.3465
S -0.6265 -1.9359 0.8258
H -2.5403 1.9670 -2.4672
H 0.3186 2.4172 -2.5739
H 2.3161 -2.2345 3.3515
H 2.9186 -1.3536 2.0481
H 2.2291 -2.8994 1.7408
H -2.8683 -0.3652 0.3310
H 2.1428 1.4092 -0.9672
*
```